Entry one
ORCA calculation (wB97M-V/def2-TZVPD) on C3H8N2 in the gas phase.

```
! wB97M-V def2-TZVPD RIJCOSX def2/J DEFGRID3
* xyz 0 1
C 1.51 0.45 -0.33
C 1.56 -0.78 0.41
C -2.12 -0.24 0.12
N 0.02 0.78 -0.38
N -0.70 -0.13 0.43
H 2.29 1.27 -0.20
H 1.76 0.23 -1.31
H 1.09 -0.93 1.41
H 2.40 -1.55 0.10
H -2.73 0.69 0.08
H -2.31 -0.71 -0.86
H -2.56 -0.86 0.84
H -0.20 1.77 -0.30
*
```

M   72.1 g/mol
Lowest unoccupied orbital energy (alpha / beta)   0.6 / 0.8 eV
Frontier orbital gap (alpha / beta)   0.3055 / 0.3201 Ha

Entry two
ORCA calculation (wB97M-V/def2-TZVPD) on a 2-piece molecular cluster, C3H8N2 overall.

```
! wB97M-V def2-TZVPD RIJCOSX def2/J DEFGRID3
* xyz 0 1
C 0.21 2.26 0.31
C -0.36 1.20 -0.05
N -1.72 0.60 -0.15
H 1.26 2.52 0.36
H -2.19 0.54 0.75
H -2.30 1.02 -0.86
C 1.07 -1.38 0.40
N 0.41 -0.56 -0.61
H 0.85 -1.04 1.41
H 0.70 -2.41 0.33
H 2.15 -1.37 0.28
H 0.70 -0.81 -1.56
H -0.77 -0.57 -0.61
*
```

M   72.1 g/mol
Lowest unoccupied orbital energy   0.9 eV
Frontier orbital gap   0.3088 Ha
Structure (SMILES)   C#CN.CN

Entry three
ORCA calculation (wB97M-V/def2-TZVPD) on C3H8N2 in the gas phase.

```
! wB97M-V def2-TZVPD RIJCOSX def2/J DEFGRID3
* xyz 0 1
H 2.22 0.13 1.71
N 2.19 -0.50 0.79
C 0.92 -0.42 0.26
N 0.48 -1.39 -0.71
C -0.24 0.48 0.70
C -1.30 0.79 -0.54
H -0.13 -1.17 -1.60
H 1.33 -2.23 -0.65
H -0.86 -0.06 1.64
H 0.15 1.52 1.12
H -1.93 -0.12 -0.99
H -0.74 1.29 -1.53
H -2.08 1.69 -0.20
*
```

M   72.1 g/mol
Lowest unoccupied orbital energy   0.8 eV
Frontier orbital gap   0.3636 Ha
Structure (SMILES)   [H]/N=C(/N)CC

Least stable of them? entry one.

Entry one
ORCA calculation (wB97M-V/def2-TZVPD) on C6H12N2Si as an isolated structure.

```
! wB97M-V def2-TZVPD RIJCOSX def2/J DEFGRID3
* xyz 0 1
C 1.05 -0.12 -2.11
C 2.01 1.38 -0.12
C -1.37 0.87 1.46
C -1.98 -1.25 -0.85
C 0.60 -1.52 0.82
C 0.53 0.73 -1.14
N 1.56 -0.89 -2.77
N 1.59 2.30 0.61
Si -0.62 -0.26 0.10
H 2.94 0.85 -0.29
H -1.33 0.33 2.37
H -0.78 1.79 1.70
H -2.36 1.18 1.03
H -1.72 -1.31 -1.95
H -2.01 -2.30 -0.59
H -3.02 -0.81 -0.67
H 0.26 -1.74 1.80
H 0.64 -2.49 0.22
H 1.58 -1.00 0.78
H 0.09 1.57 -1.61
H 2.35 2.71 1.22
*
```

M   140.3 g/mol
Lowest unoccupied orbital energy   0.8 eV
Frontier orbital gap   0.3861 Ha

Entry two
ORCA calculation (wB97M-V/def2-TZVPD) on C6H12N2Si in the gas phase.

```
! wB97M-V def2-TZVPD RIJCOSX def2/J DEFGRID3
* xyz 0 1
C -0.11 0.38 -0.65
C 1.00 -0.24 0.15
C -2.31 1.05 0.12
C 0.04 0.64 -2.15
C 2.12 -0.80 -0.74
C 2.09 -0.70 2.21
N -1.18 0.74 -0.13
N 1.11 -0.14 1.39
Si -4.07 0.51 0.55
H -0.64 0.00 -2.73
H -0.22 1.68 -2.30
H 0.99 0.55 -2.66
H 1.73 -1.19 -1.66
H 2.87 -0.06 -1.09
H 2.81 -1.39 -0.20
H 2.89 -0.04 2.49
H 1.75 -0.83 3.16
H 2.58 -1.68 1.94
H -4.58 -0.87 0.14
H -5.10 1.60 0.23
H -3.77 0.78 1.92
*
```

M   140.3 g/mol
Lowest unoccupied orbital energy   0.7 eV
Frontier orbital gap   0.2918 Ha

Least stable of them? entry two.

Entry one
ORCA calculation (wB97M-V/def2-TZVPD) on C21H26N4O3S in the gas phase.

```
! wB97M-V def2-TZVPD RIJCOSX def2/J DEFGRID3
* xyz 0 1
C 5.09 2.68 2.01
C 4.29 2.57 0.71
N 4.55 1.31 0.09
C 3.68 0.41 -0.01
S 1.95 0.50 0.53
C 1.65 -1.11 -0.07
C 0.48 -1.79 -0.06
C -0.78 -1.37 0.44
C -1.10 -0.21 1.12
N -2.43 -0.17 1.41
C -3.09 0.97 1.96
C -3.34 2.07 0.90
O -3.23 3.25 1.17
N -3.66 1.59 -0.31
C -3.81 2.43 -1.48
C -2.88 2.00 -2.63
O -1.60 2.58 -2.60
C -0.78 2.15 -1.53
C -3.02 -1.30 0.89
C -4.35 -1.70 0.90
C -4.66 -2.90 0.31
C -3.68 -3.69 -0.28
C -2.36 -3.30 -0.30
C -2.02 -2.09 0.29
C 2.86 -1.69 -0.66
O 2.95 -2.79 -1.15
N 3.91 -0.80 -0.59
C 5.23 -1.14 -1.08
C 6.18 -1.47 0.06
H 4.95 3.66 2.45
H 4.75 1.93 2.72
H 6.15 2.53 1.81
H 3.22 2.71 0.91
H 4.63 3.34 0.01
H 0.52 -2.78 -0.51
H -0.46 0.59 1.44
H -2.49 1.41 2.76
H -4.06 0.67 2.38
H -3.73 0.60 -0.45
H -4.85 2.37 -1.83
H -3.59 3.45 -1.18
H -3.30 2.33 -3.58
H -2.80 0.90 -2.64
H 0.22 2.52 -1.76
H -1.10 2.57 -0.58
H -0.75 1.06 -1.46
H -5.12 -1.09 1.36
H -5.69 -3.24 0.30
H -3.96 -4.63 -0.74
H -1.60 -3.92 -0.76
H 5.09 -2.01 -1.73
H 5.60 -0.30 -1.66
H 5.81 -2.31 0.64
H 6.29 -0.60 0.71
H 7.16 -1.73 -0.34
*
```

M   414.5 g/mol
Lowest unoccupied orbital energy   -0.1 eV
Frontier orbital gap   0.2864 Ha
Structure (SMILES)   CC/N=C1\S/C(=C\c2cn(CC(=O)NCCOC)c3ccccc23)C(=O)N1CC

Entry two
ORCA calculation (wB97M-V/def2-TZVPD) on C21H26N4O3S in the gas phase.

```
! wB97M-V def2-TZVPD RIJCOSX def2/J DEFGRID3
* xyz 0 1
C -7.28 -0.76 -0.54
C -5.81 -0.74 -0.32
C -5.04 0.37 -0.22
S -3.38 -0.05 0.04
C -3.87 -1.74 -0.01
N -3.04 -2.81 0.13
C -1.68 -2.94 0.35
O -1.22 -4.05 0.48
C -0.88 -1.67 0.44
C 0.60 -1.96 0.64
C 1.31 -0.73 1.18
O 0.71 0.11 1.83
N 2.62 -0.58 0.88
C 3.29 0.65 1.27
C 2.96 1.79 0.29
O 3.74 2.15 -0.57
N 1.75 2.32 0.49
C 1.14 3.29 -0.39
C 0.01 2.64 -1.21
C -1.21 2.79 -0.30
C -1.06 4.22 0.23
C 0.45 4.40 0.42
C 3.40 -1.53 0.17
C 4.10 -1.13 -0.97
C 4.89 -2.04 -1.65
C 4.99 -3.35 -1.20
C 4.31 -3.74 -0.06
C 3.52 -2.84 0.63
N -5.14 -1.91 -0.20
H -7.68 0.25 -0.62
H -7.77 -1.28 0.28
H -7.51 -1.31 -1.46
H -5.33 1.40 -0.27
H -3.53 -3.69 0.08
H -1.24 -1.07 1.28
H -1.03 -1.08 -0.47
H 1.06 -2.30 -0.28
H 0.69 -2.77 1.37
H 4.36 0.48 1.28
H 2.94 0.92 2.28
H 1.14 1.87 1.17
H 1.94 3.67 -1.03
H 0.24 1.61 -1.45
H -0.14 3.20 -2.13
H -2.15 2.64 -0.84
H -1.16 2.07 0.51
H -1.61 4.37 1.16
H -1.43 4.92 -0.51
H 0.78 5.39 0.09
H 0.73 4.30 1.47
H 4.04 -0.11 -1.31
H 5.43 -1.72 -2.53
H 5.61 -4.05 -1.74
H 4.40 -4.75 0.30
H 3.01 -3.14 1.53
*
```

M   414.5 g/mol
Lowest unoccupied orbital energy   0.5 eV
Frontier orbital gap   0.3342 Ha
Structure (SMILES)   Cc1csc(NC(=O)CCC(=O)N(CC(=O)NC2CCCC2)c2ccccc2)n1

Least stable of them? entry one.

Entry one
ORCA calculation (wB97M-V/def2-TZVPD) on a 3-piece molecular cluster, C2H8N2O overall.

```
! wB97M-V def2-TZVPD RIJCOSX def2/J DEFGRID3
* xyz 0 1
C -1.15 0.62 0.28
N -0.41 1.87 0.27
H -0.91 2.71 -0.03
H 0.06 2.21 1.11
H -0.96 0.08 1.22
H -2.24 0.75 0.23
H -0.74 -0.10 -0.97
N 1.30 -1.94 -0.08
C 0.98 -0.78 -0.65
O 0.16 -0.78 -1.64
H 1.74 -1.97 0.83
H 0.98 -2.80 -0.49
H 1.19 0.14 -0.09
*
```

M   76.1 g/mol
Lowest unoccupied orbital energy   0.7 eV
Frontier orbital gap   0.2802 Ha

Entry two
ORCA calculation (wB97M-V/def2-TZVPD) on a 2-piece molecular cluster, C2H8N2O overall.

```
! wB97M-V def2-TZVPD RIJCOSX def2/J DEFGRID3
* xyz 0 1
C 0.25 -1.21 -0.39
N -0.85 -0.39 0.22
C -1.05 -0.48 1.47
N -0.37 -1.28 2.48
H 0.67 -0.50 -1.11
H -0.06 -2.14 -0.80
H 1.06 -1.50 0.26
H -1.81 0.28 1.84
H 0.45 -1.66 2.14
H -0.92 -1.79 3.19
O 1.42 3.00 -3.07
H 2.09 2.30 -3.32
H 0.55 2.81 -3.07
*
```

M   76.1 g/mol
Lowest unoccupied orbital energy   0.8 eV
Frontier orbital gap   0.3758 Ha
Structure (SMILES)   C/N=C\N.O

Entry three
ORCA calculation (wB97M-V/def2-TZVPD) on a 2-piece molecular cluster, C2H8N2O overall.

```
! wB97M-V def2-TZVPD RIJCOSX def2/J DEFGRID3
* xyz 0 1
H 1.53 -0.92 -1.59
N 0.61 -0.51 -1.50
C -0.14 -1.09 -0.65
N -1.39 -0.55 -0.34
H 0.05 -2.05 -0.16
H -1.64 0.25 -0.89
H -2.16 -1.17 -0.15
C 0.44 0.94 1.23
O 0.96 1.70 0.16
H 1.12 0.13 1.51
H -0.68 0.52 0.92
H 0.36 1.61 2.09
H 0.93 1.15 -0.64
*
```

M   76.1 g/mol
Lowest unoccupied orbital energy   0.8 eV
Frontier orbital gap   0.3583 Ha
Structure (SMILES)   [H]/N=C/N.CO

Least stable of them? entry one.

Entry one
ORCA calculation (wB97M-V/def2-TZVPD) on a 3-piece molecular cluster, C3H10O3 overall.

```
! wB97M-V def2-TZVPD RIJCOSX def2/J DEFGRID3
* xyz 0 1
C -2.09 -1.10 0.55
C -1.71 0.13 0.28
C -1.38 1.16 1.31
O -0.59 2.23 0.76
H -2.33 -1.89 -0.14
H -2.12 -1.49 1.57
H -1.69 0.50 -0.75
H -2.30 1.66 1.62
H -0.86 0.80 2.16
H 0.30 1.92 0.57
O 3.08 -1.30 -2.56
H 2.79 -0.61 -1.95
H 2.92 -1.00 -3.45
O 1.96 0.01 -0.20
H 1.54 -0.82 -0.35
H 2.46 -0.19 0.60
*
```

M   94.1 g/mol
Lowest unoccupied orbital energy   0.5 eV
Frontier orbital gap   0.3858 Ha
Structure (SMILES)   C=CCO.O.O

Entry two
ORCA calculation (wB97M-V/def2-TZVPD) on a 4-piece molecular cluster, C3H10O3 overall.

```
! wB97M-V def2-TZVPD RIJCOSX def2/J DEFGRID3
* xyz 0 1
C -0.74 -0.31 -1.00
C -0.64 0.64 -2.16
O -1.00 -1.58 -1.43
O -1.25 0.05 0.10
H -1.34 -2.08 -0.67
H -0.21 0.62 0.92
H 1.13 0.05 0.16
H -0.14 0.18 -3.01
H -1.65 0.94 -2.45
H -0.09 1.53 -1.85
C 1.01 0.03 2.46
O 0.79 0.76 1.26
H 0.91 -0.40 -0.65
H 0.42 0.47 3.27
H 0.73 -1.02 2.35
H 2.07 0.10 2.71
*
```

M   94.1 g/mol
Lowest unoccupied orbital energy   0.9 eV
Frontier orbital gap   0.3791 Ha

Entry three
ORCA calculation (wB97M-V/def2-TZVPD) on a 3-piece molecular cluster, C3H10O3 overall.

```
! wB97M-V def2-TZVPD RIJCOSX def2/J DEFGRID3
* xyz 0 1
C -0.53 -0.46 -1.73
C -1.86 0.21 -1.43
C -1.74 1.47 -0.61
O -1.37 1.52 0.53
H 0.13 0.17 -2.32
H -0.67 -1.41 -2.25
H 0.04 -0.75 -0.85
H -2.37 0.47 -2.36
H -2.50 -0.48 -0.86
H -2.05 2.42 -1.10
O 2.81 -3.13 2.29
H 3.10 -2.99 3.19
H 2.34 -2.34 2.03
O 1.61 0.90 0.40
H 2.07 1.52 0.98
H 0.82 0.64 0.89
*
```

M   94.1 g/mol
Lowest unoccupied orbital energy   0.7 eV
Frontier orbital gap   0.3917 Ha
Structure (SMILES)   CCC=O.O.O

Entry four
ORCA calculation (wB97M-V/def2-TZVPD) on a 3-piece molecular cluster, C3H10O3 overall.

```
! wB97M-V def2-TZVPD RIJCOSX def2/J DEFGRID3
* xyz 0 1
C 2.08 1.06 0.33
C 0.75 1.03 0.35
C -0.08 1.46 1.50
O 0.03 0.80 -0.82
H 2.56 1.31 1.26
H 2.71 0.77 -0.49
H 0.48 1.62 2.42
H -0.66 2.36 1.30
H -0.80 0.68 1.77
H -0.72 0.22 -0.55
O 0.16 -2.41 -0.64
H 0.73 -1.64 -0.47
H 0.56 -2.85 -1.39
O -2.21 -0.94 -0.51
H -1.64 -1.73 -0.55
H -3.09 -1.28 -0.33
*
```

M   94.1 g/mol
Lowest unoccupied orbital energy   0.6 eV
Frontier orbital gap   0.3513 Ha
Structure (SMILES)   C=C(C)O.O.O

Least stable of them? entry two.

Entry one
ORCA calculation (wB97M-V/def2-TZVPD) on a 4-piece molecular cluster, C2H12O3S2 overall.

```
! wB97M-V def2-TZVPD RIJCOSX def2/J DEFGRID3
* xyz 0 1
C -0.59 -1.14 -1.47
S 0.56 0.14 -0.91
S 2.36 -0.81 -0.47
C 2.00 -2.38 0.30
H -0.88 -1.69 -0.52
H -1.63 -0.71 -1.81
H -0.20 -1.88 -2.15
H 3.06 -2.68 0.49
H 1.53 -2.08 1.31
H 1.38 -3.13 -0.34
O -2.05 2.28 2.87
H -1.22 1.95 3.18
H -1.68 2.84 2.24
O 0.60 0.82 2.98
H 0.58 1.36 2.19
H 1.62 0.74 3.13
O -1.64 2.23 -3.97
H -1.23 1.70 -3.36
H -2.58 2.43 -3.71
*
```

M   148.2 g/mol
Lowest unoccupied orbital energy   0.3 eV
Frontier orbital gap   0.3205 Ha
Structure (SMILES)   CSSC.O.O.O

Entry two
ORCA calculation (wB97M-V/def2-TZVPD) on a 4-piece molecular cluster, C2H12O3S2 overall.

```
! wB97M-V def2-TZVPD RIJCOSX def2/J DEFGRID3
* xyz 0 1
C 3.99 -1.71 1.06
S 2.82 -0.40 1.05
S 1.89 -0.98 2.82
C 0.41 0.12 2.98
H 3.53 -2.66 0.78
H 4.61 -1.77 1.96
H 4.74 -1.45 0.28
H -0.35 -0.23 2.31
H 0.69 1.13 2.73
H -0.09 -0.05 4.00
O -1.71 -0.35 -4.20
H -1.76 -1.27 -3.91
H -0.80 -0.16 -4.44
O -4.23 1.82 -3.51
H -3.46 1.51 -4.01
H -3.93 1.56 -2.63
O -1.68 1.63 0.88
H -2.29 2.17 1.40
H -2.35 1.09 0.44
*
```

M   148.2 g/mol
Lowest unoccupied orbital energy   0.3 eV
Frontier orbital gap   0.2932 Ha
Structure (SMILES)   CSSC.O.O.O

Least stable of them? entry one.

Entry one
ORCA calculation (wB97M-V/def2-TZVPD) on a 2-piece molecular cluster, C2H3F2NO overall.

```
! wB97M-V def2-TZVPD RIJCOSX def2/J DEFGRID3
* xyz 0 1
C 0.57 0.21 0.31
C 4.19 0.41 -0.53
N -0.09 -0.38 -0.67
O 1.65 -0.05 0.73
F 4.53 0.75 0.67
F 4.52 -0.88 -0.65
H 0.02 1.08 0.62
H -0.93 0.03 -0.89
H 0.41 -1.28 -1.03
*
```

M   95.0 g/mol
Lowest unoccupied orbital energy   0.7 eV
Frontier orbital gap   0.4015 Ha

Entry two
ORCA calculation (wB97M-V/def2-TZVPD) on C2H3F2NO in the gas phase.

```
! wB97M-V def2-TZVPD RIJCOSX def2/J DEFGRID3
* xyz 0 1
H -1.38 -1.41 1.29
N -0.55 -1.16 0.80
C -0.45 -0.06 0.18
O 0.63 0.53 -0.48
C 1.95 0.28 -0.26
F 2.32 -0.96 -0.58
F 2.26 0.34 1.04
H -1.24 0.59 -0.10
H 2.44 0.98 -0.79
*
```

M   95.0 g/mol
Lowest unoccupied orbital energy   0.9 eV
Frontier orbital gap   0.4182 Ha
Structure (SMILES)   [H]/N=C/OC(F)F

Least stable of them? entry one.

Entry one
ORCA calculation (wB97M-V/def2-TZVPD) on a 4-piece molecular cluster, H9O4 overall.

```
! wB97M-V def2-TZVPD RIJCOSX def2/J DEFGRID3
* xyz 1 1
O 0.42 1.61 -0.98
H 0.36 0.74 -1.43
H -0.67 1.92 -0.80
H 0.85 1.41 0.07
O 1.01 1.39 1.51
H 0.50 1.16 2.20
H 1.90 1.12 1.58
O -1.85 2.47 -1.46
H -2.66 1.90 -1.64
H -2.03 3.36 -1.48
O 0.52 -5.40 0.91
H -0.23 -6.15 0.96
H 1.17 -5.98 0.74
*
```

M   73.1 g/mol
Lowest unoccupied orbital energy   -3.6 eV
Frontier orbital gap   0.3686 Ha

Entry two
ORCA calculation (wB97M-V/def2-TZVPD) on a 4-piece molecular cluster, H9O4 overall.

```
! wB97M-V def2-TZVPD RIJCOSX def2/J DEFGRID3
* xyz 1 1
O -0.27 -2.26 1.62
H 0.26 -3.03 1.39
H -0.36 -2.35 2.57
O 1.57 1.75 0.28
H 1.86 2.58 -0.14
H 2.29 1.51 0.88
O -1.54 0.86 -1.60
H -2.51 0.75 -1.64
H -1.27 0.99 -2.52
O 0.24 -0.32 -0.32
H 0.72 0.49 0.08
H -0.56 0.01 -0.88
H -0.01 -0.99 0.37
*
```

M   73.1 g/mol
Lowest unoccupied orbital energy   -3.2 eV
Frontier orbital gap   0.4826 Ha

Entry three
ORCA calculation (wB97M-V/def2-TZVPD) on a 4-piece molecular cluster, H9O4 overall.

```
! wB97M-V def2-TZVPD RIJCOSX def2/J DEFGRID3
* xyz 1 1
O 1.87 -1.83 -0.29
H 1.65 -2.72 -0.12
H 2.71 -1.75 -0.63
O -2.23 -0.56 -0.37
H -2.80 -1.10 0.14
H -2.69 0.29 -0.50
O 0.22 2.60 0.40
H 0.56 3.15 -0.38
H 0.32 3.27 1.05
O 0.10 -0.25 0.24
H -0.85 -0.61 0.07
H 0.22 0.67 0.42
H 1.12 -0.80 0.12
*
```

M   73.1 g/mol
Lowest unoccupied orbital energy   -3.1 eV
Frontier orbital gap   0.4696 Ha

Least stable of them? entry one.